[1]
The following is a DFT calculation (ωB97M-V with the def2-TZVPD basis set) of a molecular structure, C37H38N4P2S3Sn in a non-equilibrium geometry.

Structure (XYZ):
```
85
Properties=species:S:1:pos:R:3:forces:R:3:mulliken_charge:R:1
Sn 0.632557 1.338001 -1.017447 -0.4 0.0 0.4 0.82
C -2.546763 2.868522 -0.197099 0.2 -0.1 0.1 -0.97
C -1.539732 3.173858 0.917668 0.0 -0.1 -0.2 -0.74
N -0.185705 3.368240 0.391759 0.0 0.3 0.1 0.09
C 0.100816 4.701359 -0.153592 -0.1 -0.2 -0.1 -1.06
C -0.578298 5.073717 -1.479561 0.0 -0.2 0.0 -0.51
S -0.350662 3.955080 -2.902238 0.0 0.0 0.0 -0.03
C -2.035209 3.356287 -3.243048 0.1 0.0 0.2 -0.75
C -2.516058 2.080356 -2.517671 0.2 0.1 0.0 -0.87
N -1.986520 1.924029 -1.166297 -0.1 0.1 -0.2 1.21
H -3.457120 2.467317 0.260048 0.0 0.0 0.0 0.44
H -2.834139 3.779575 -0.717717 0.0 0.0 0.0 0.51
H -1.880207 4.048090 1.487529 0.0 0.0 0.1 0.49
H -1.495736 2.310347 1.582287 0.0 0.0 0.0 0.02
H 0.482855 3.184467 1.135005 0.0 0.0 0.0 0.23
H -0.204770 5.479246 0.560109 0.1 0.0 0.1 0.37
H 1.182724 4.768096 -0.279481 0.0 0.0 0.0 0.40
H -1.649773 5.205391 -1.349606 0.0 0.1 0.0 0.23
H -0.173701 6.037604 -1.788778 0.0 0.0 0.1 0.51
H -2.706578 4.199204 -3.072106 0.0 0.0 0.0 0.46
H -2.033008 3.163027 -4.315322 -0.1 0.0 0.0 0.43
H -3.614166 2.109668 -2.516996 0.0 -0.1 0.0 0.34
H -2.211230 1.195492 -3.077461 0.1 0.0 0.0 0.43
H -2.199799 0.983931 -0.852955 -0.1 0.0 0.0 -0.93
S -0.383295 -1.065987 -2.261379 -0.1 -0.2 0.1 -0.60
P -0.881756 -1.284633 -0.310806 -0.4 0.3 -0.1 1.21
C -0.201455 -0.044749 0.665376 0.9 -0.7 -0.5 -0.63
P 1.228063 -0.296615 1.598245 -0.6 0.4 0.3 1.35
S 2.616734 1.075147 1.134442 0.1 0.2 0.0 -0.73
C 0.750819 -0.093525 3.362886 -0.1 0.1 -0.1 -0.19
C -0.384236 -0.761841 3.826657 0.1 0.0 0.0 -0.14
C -0.907047 -0.486982 5.079576 0.0 0.0 0.0 -0.82
C -0.306196 0.475445 5.885233 0.0 0.0 0.0 -0.54
C 0.828596 1.134131 5.440406 0.0 0.0 -0.1 -0.65
C 1.356740 0.849784 4.183427 0.1 -0.1 0.1 -0.66
C 2.019970 -1.928831 1.500413 0.0 0.0 -0.1 0.41
C 1.994070 -2.855633 2.535822 0.0 0.0 -0.1 -0.30
C 2.625628 -4.085229 2.381306 0.0 0.0 0.0 -0.73
C 3.292237 -4.384155 1.203562 0.0 0.0 0.0 -0.55
C 3.327204 -3.457089 0.168691 0.0 0.0 0.0 -0.66
C 2.689343 -2.237181 0.313946 0.0 0.0 0.1 -0.37
C -2.711125 -1.060580 -0.200697 0.0 0.1 0.0 -0.37
C -3.551417 -1.423464 -1.251920 0.0 0.0 0.0 -0.51
C -4.912879 -1.159083 -1.185551 0.0 0.0 0.0 -0.86
C -5.448473 -0.536296 -0.064597 0.0 0.0 0.0 -0.55
C -4.619723 -0.177288 0.990279 0.0 -0.1 0.0 -1.00
C -3.254729 -0.437198 0.922094 -0.1 0.0 0.0 0.58
C -0.748242 -3.040753 0.172768 0.0 0.0 0.1 0.69
C -1.427434 -3.484958 1.307845 0.0 0.0 0.0 -0.07
C -1.385424 -4.821421 1.672024 0.0 0.0 0.0 -0.74
C -0.668628 -5.726800 0.899593 0.0 0.0 0.0 -0.53
C 0.008406 -5.289641 -0.229232 0.0 0.0 0.0 -0.79
C -0.029685 -3.949424 -0.593997 0.0 0.0 0.0 -0.27
H -0.861092 -1.498026 3.189288 0.0 0.1 0.0 0.51
H -1.794648 -1.004970 5.422544 0.0 0.0 0.0 0.44
H -0.728489 0.711671 6.854222 0.0 0.0 0.0 0.39
H 1.299885 1.883292 6.065041 0.0 0.0 0.0 0.41
H 2.239069 1.366489 3.826574 0.0 0.0 0.0 0.45
H 1.491354 -2.619173 3.464256 0.0 0.0 0.0 0.41
H 2.600402 -4.807296 3.188025 0.0 0.0 0.0 0.43
H 3.791427 -5.339232 1.092801 0.0 0.0 0.0 0.38
H 3.848823 -3.688799 -0.752043 0.0 0.0 0.0 0.44
H 2.709235 -1.506680 -0.488224 0.0 0.0 0.0 0.25
H -3.122593 -1.888111 -2.131881 0.0 0.0 0.0 0.44
H -5.558110 -1.433716 -2.011408 0.0 0.0 0.0 0.42
H -6.509746 -0.323182 -0.015530 0.0 0.0 0.0 0.39
H -5.034230 0.312683 1.863803 0.0 0.0 0.0 0.45
H -2.588191 -0.129700 1.721125 0.0 0.0 0.0 0.37
H -2.011172 -2.785431 1.895475 0.0 0.0 0.0 0.14
H -1.920039 -5.158861 2.551951 0.0 0.0 0.0 0.42
H -0.648926 -6.774301 1.174492 0.0 0.0 0.0 0.40
H 0.566604 -5.994667 -0.833863 0.0 0.0 0.0 0.42
H 0.482440 -3.602147 -1.482176 0.0 0.0 0.0 0.39
N 7.169224 1.556556 -6.301211 -0.1 0.0 0.0 -0.45
C 6.293080 1.426881 -5.569382 0.0 0.0 0.0 -0.09
C 5.191675 1.265273 -4.650309 0.1 0.0 -0.1 0.65
C 5.427232 1.107984 -3.290676 0.1 0.0 0.0 -0.69
C 4.334422 0.953374 -2.451955 -0.1 0.0 0.0 -0.21
N 3.077850 0.946461 -2.892565 0.2 -0.1 0.0 -0.01
C 2.863434 1.104768 -4.195192 0.0 0.0 0.1 -0.30
C 3.882795 1.268463 -5.117307 0.0 0.0 -0.1 -0.70
H 6.434981 1.106873 -2.898828 0.0 0.0 0.0 0.47
H 4.462788 0.831777 -1.380521 0.0 0.0 0.0 0.41
H 1.824489 1.099880 -4.510272 0.0 0.0 0.0 0.40
H 3.670149 1.395771 -6.169678 0.0 0.0 0.0 0.46
```
Positions in Å, forces in eV/Å.

Calculated values
DFT total energy (eV): -101862.466
Energy relative to the best compared isomer or geometry (same formula, charge and spin) (kJ/mol): 71.8
F_max (eV/A): 1.2
Orbital gap (eV): 6.92

=====

[2]
The following is a DFT calculation (ωB97M-V with the def2-TZVPD basis set) of a molecular structure, C37H38N4P2S3Sn.

Structure (XYZ):
```
85
Properties=species:S:1:pos:R:3:forces:R:3:mulliken_charge:R:1
Sn 0.243570 1.467463 -1.383548 0.0 0.0 0.0 0.50
C -2.791003 2.885270 -0.445564 0.0 0.0 0.0 -1.02
C -1.775698 3.076371 0.685674 0.0 0.0 0.0 -0.26
N -0.416916 3.294301 0.194496 0.0 0.0 0.0 0.08
C -0.023742 4.667893 -0.110424 0.0 0.0 0.0 -0.98
C -0.777291 5.344960 -1.248075 0.0 0.0 0.0 -0.49
S -0.623608 4.556993 -2.879778 0.0 0.0 0.0 -0.10
C -2.303910 3.963328 -3.217961 0.0 0.0 0.0 -0.77
C -2.606444 2.503625 -2.895138 0.0 0.0 0.0 -0.76
N -2.239870 2.080687 -1.539695 0.0 0.0 0.0 0.12
H -3.691882 2.423282 -0.031259 0.0 0.0 0.0 0.48
H -3.097180 3.852355 -0.838338 0.0 0.0 0.0 0.51
H -2.109557 3.894716 1.337015 0.0 0.0 0.0 0.56
H -1.736560 2.168219 1.283936 0.0 0.0 0.0 -0.23
H 0.248632 2.932044 0.877695 0.0 0.0 0.0 0.12
H -0.138991 5.304261 0.778674 0.0 0.0 0.0 0.42
H 1.041585 4.642994 -0.351393 0.0 0.0 0.0 0.36
H -1.835177 5.467627 -1.017067 0.0 0.0 0.0 0.26
H -0.369061 6.351211 -1.349938 0.0 0.0 0.0 0.50
H -3.002830 4.646161 -2.733900 0.0 0.0 0.0 0.39
H -2.452922 4.098078 -4.289745 0.0 0.0 0.0 0.48
H -3.675962 2.342816 -3.087417 0.0 0.0 0.0 0.41
H -2.059062 1.853635 -3.580456 0.0 0.0 0.0 0.38
H -2.531825 1.111975 -1.445377 0.0 0.0 0.0 -0.18
S -1.277177 -1.004146 -2.500740 0.0 0.0 -0.1 -0.41
P -1.271139 -1.176982 -0.507789 0.0 0.0 0.1 1.09
C -0.305741 0.036638 0.203477 0.2 0.0 0.0 -0.43
P 1.019799 -0.044767 1.271102 0.0 0.0 0.0 1.77
S 2.237911 1.522614 0.908593 0.0 0.0 0.0 -0.62
C 0.563863 -0.033442 3.038109 0.0 0.0 0.0 -0.45
C -0.616798 -0.639317 3.453403 0.0 0.0 0.0 0.58
C -0.954321 -0.683860 4.798972 0.0 0.0 0.0 -0.83
C -0.107754 -0.117932 5.741025 0.0 0.0 0.0 -0.60
C 1.073538 0.489312 5.334765 0.0 0.0 0.0 -0.67
C 1.410030 0.531072 3.989765 0.0 0.0 0.0 -0.65
C 2.011523 -1.569592 1.125873 0.0 0.0 0.0 0.36
C 2.124926 -2.519335 2.132679 0.0 0.0 0.0 -0.49
C 2.929848 -3.638048 1.947633 0.0 0.0 0.0 -0.79
C 3.627771 -3.807894 0.763107 0.0 0.0 0.0 -0.70
C 3.506792 -2.865213 -0.252485 0.0 0.0 0.0 -0.47
C 2.698723 -1.756985 -0.072882 0.0 0.0 0.0 -0.32
C -3.014420 -1.014510 0.039283 0.0 0.0 0.0 -0.09
C -4.021691 -1.705879 -0.635632 0.0 0.0 0.0 -0.99
C -5.339646 -1.599511 -0.224850 0.0 0.0 0.0 -0.72
C -5.670270 -0.798464 0.864149 0.0 0.0 0.0 -0.60
C -4.676782 -0.108727 1.540065 0.0 0.0 0.0 -1.26
C -3.353036 -0.219268 1.126792 0.0 0.0 0.0 0.60
C -0.871773 -2.873325 0.014802 0.0 0.0 0.0 0.65
C -1.444962 -3.425434 1.157883 0.0 0.0 0.0 -0.14
C -1.083685 -4.696902 1.579562 0.0 0.0 0.0 -0.81
C -0.151636 -5.426233 0.855965 0.0 0.0 0.0 -0.58
C 0.411471 -4.886954 -0.292455 0.0 0.0 0.0 -0.69
C 0.050986 -3.617131 -0.714108 0.0 0.0 0.0 -0.20
H -1.274171 -1.081178 2.715387 0.0 0.0 0.0 0.03
H -1.876620 -1.158969 5.109715 0.0 0.0 0.0 0.46
H -0.368093 -0.147252 6.791634 0.0 0.0 0.0 0.39
H 1.733862 0.933023 6.069181 0.0 0.0 0.0 0.41
H 2.324805 1.011282 3.666361 0.0 0.0 0.0 0.41
H 1.592338 -2.392920 3.067310 0.0 0.0 0.0 0.41
H 3.010832 -4.375592 2.736332 0.0 0.0 0.0 0.44
H 4.261501 -4.675530 0.626935 0.0 0.0 0.0 0.39
H 4.042690 -2.995847 -1.185122 0.0 0.0 0.0 0.47
H 2.595983 -1.024691 -0.866536 0.0 0.0 0.0 0.27
H -3.762972 -2.313919 -1.494124 0.0 0.0 0.0 0.42
H -6.114424 -2.138717 -0.755229 0.0 0.0 0.0 0.40
H -6.702217 -0.713955 1.181168 0.0 0.0 0.0 0.40
H -4.927407 0.515953 2.389003 0.0 0.0 0.0 0.46
H -2.567283 0.315100 1.646474 0.0 0.0 0.0 0.34
H -2.197375 -2.874682 1.710363 0.0 0.0 0.0 0.27
H -1.537825 -5.119828 2.466954 0.0 0.0 0.0 0.43
H 0.131481 -6.419005 1.183101 0.0 0.0 0.0 0.41
H 1.135732 -5.456577 -0.860941 0.0 0.0 0.0 0.44
H 0.475199 -3.194931 -1.616847 0.0 0.0 0.0 0.40
N 7.846335 0.658140 -5.467011 0.0 0.0 0.0 -0.46
C 6.871185 0.605583 -4.862479 0.0 0.0 0.0 -0.06
C 5.648152 0.540110 -4.104733 0.0 0.0 0.0 0.65
C 5.663853 0.726490 -2.727862 0.0 0.0 0.0 -0.80
C 4.458882 0.651049 -2.046502 0.0 0.0 0.0 -0.08
N 3.296192 0.414694 -2.649129 0.0 -0.1 0.0 0.12
C 3.293970 0.240315 -3.967153 0.0 0.0 0.0 -0.48
C 4.439863 0.289811 -4.744783 0.0 0.0 0.0 -0.71
H 6.587905 0.923532 -2.203221 0.0 0.0 0.0 0.47
H 4.413400 0.786118 -0.970432 0.0 0.0 0.0 0.45
H 2.327218 0.053018 -4.422307 0.0 0.0 0.0 0.46
H 4.396374 0.139284 -5.813959 0.0 0.0 0.0 0.46
```
Positions in Å, forces in eV/Å.

Calculated values
DFT total energy (eV): -101863.133
Energy relative to the best compared isomer or geometry (same formula, charge and spin) (kJ/mol): 7.4
F_max (eV/A): 0.2
Orbital gap (eV): 7.36